# 1
Formula: CH2NO2S2
Source: the Open Molecules 2025 dataset
Level of theory: ωB97M-V/def2-TZVPD

The geometry in XYZ format:
```
8
Properties=species:S:1:pos:R:3:forces:R:3:lowdin_spin:R:1
S -1.542003 0.748104 -0.047192 1.2 0.6 -1.4 0.18
S -0.658181 -2.265756 -0.436197 -0.8 -2.3 0.1 0.63
N 1.429880 -0.289217 -0.041574 -3.0 1.2 -1.5 0.22
O -1.275570 1.717907 -1.145558 -0.5 -0.9 0.7 0.16
H 1.285753 0.612923 0.440621 0.1 -0.8 0.0 0.01
O -0.933893 1.150718 1.210482 -0.1 0.6 1.3 0.16
C -0.299948 -0.735436 -0.482107 4.1 1.9 0.4 0.64
H 1.993964 -0.939242 0.501526 -1.1 -0.3 0.4 0.01
```
Forces are in eV/Å.

Computed properties:
⟨S²⟩   2.015
Energy   -28322.1343 eV
Spin multiplicity   3
HOMO level (alpha / beta)   -2.16 / -4.39 eV
Energy above the lowest of the compared OMol25 structures with the same formula, charge and spin   27.1 kcal/mol
Lowest unoccupied orbital energy (alpha / beta)   3.59 / 1.76 eV
Charge   -1


# 2
Formula: C5H6KO2
Source: the Open Molecules 2025 dataset
Level of theory: ωB97M-V/def2-TZVPD

The geometry in XYZ format:
```
14
Properties=species:S:1:pos:R:3:forces:R:3:lowdin_charge:R:1
C -0.193627 -0.393050 -0.366170 1.9 1.1 2.6 -0.27
K -4.881420 2.118185 1.137339 0.3 -0.2 -0.1 0.97
C -0.477389 -1.584602 0.178887 0.5 0.4 0.3 0.14
C 1.213626 0.146491 -0.681026 -0.2 -1.0 -1.3 -0.12
O -2.168958 0.672341 0.423458 0.5 1.3 0.6 -0.03
H -1.198328 1.145215 -1.305935 0.3 1.4 1.2 0.15
C -1.150580 0.716276 -0.253015 -2.8 -2.7 -3.0 -0.23
H 0.273556 -2.374248 0.224387 -0.3 0.1 -0.2 0.10
C 2.139498 0.181683 0.511906 0.6 -0.4 0.4 -0.26
H 1.187516 1.177503 -1.076378 -0.3 -0.3 0.1 0.13
H -1.404993 -1.726652 0.735664 0.1 -0.1 -0.6 0.08
H 1.714392 0.608160 1.448536 0.0 0.0 -0.2 0.13
H 1.668671 -0.469921 -1.465540 0.2 0.2 0.2 0.13
O 3.278031 -0.217387 0.487885 -0.8 0.3 -0.1 0.08
```
Forces are in eV/Å.

Computed properties:
Energy   -25694.7487 eV
Spin multiplicity   1
HOMO level   -12.37 eV
Energy above the lowest of the compared OMol25 structures with the same formula, charge and spin   0.0 kcal/mol
Lowest unoccupied orbital energy   -4.20 eV
Charge   +1


# 3
Formula: C38H111N5O15
Source: the Open Molecules 2025 dataset
Level of theory: ωB97M-V/def2-TZVPD

The geometry in XYZ format:
```
169
Properties=species:S:1:pos:R:3:forces:R:3:lowdin_charge:R:1
H 5.432208 -2.134425 3.551997 0.3 -0.7 0.6 0.06
H -1.278580 -0.846759 -6.403651 -0.4 0.1 0.3 0.08
C 6.739985 -2.126311 -2.670860 -0.4 -0.1 0.8 -0.14
H -0.402361 -1.745412 0.218898 0.0 -0.4 0.2 0.12
C -1.397823 -3.066246 3.115317 0.2 0.2 0.4 -0.07
H -0.914365 4.044745 -4.689345 0.1 0.2 0.0 0.07
H 7.092785 -2.852873 -3.402809 0.0 0.2 -0.7 0.13
H -1.339584 1.768453 0.549508 -0.1 0.3 0.1 0.07
H -2.557477 -4.153121 0.616868 0.4 0.3 -0.5 0.05
C -0.777621 3.955647 -3.611631 -0.1 -0.5 0.0 -0.08
N -4.192684 -2.658615 -1.096235 -0.1 -0.1 0.5 0.05
H -7.367681 1.910401 -3.644258 -0.2 -0.7 -0.2 0.07
H -3.933215 1.139066 0.282775 1.0 -0.9 0.2 0.00
H 4.039732 1.153187 3.056541 0.4 0.5 0.0 0.11
H 3.863012 1.292413 -0.326246 -0.2 0.1 0.0 0.08
H -6.157774 0.728637 0.555125 -0.2 0.0 -1.2 0.11
H -1.054858 4.898049 -3.139288 0.2 0.0 0.1 0.07
H 1.704910 -2.052949 -2.676645 -0.2 0.3 0.0 0.08
C 1.740308 5.219243 3.091388 -0.3 -1.2 -0.8 -0.18
H 1.617320 -2.546963 -0.977156 0.1 0.6 0.5 0.08
H -1.447498 1.989187 -3.771649 -0.4 -0.4 0.2 0.09
N 4.434895 -2.208035 3.410463 0.8 1.0 -0.1 0.04
H 5.950326 2.283248 4.273273 0.2 0.3 0.0 0.08
H 0.498746 0.258841 4.898852 0.0 0.1 -0.3 0.07
H 5.083898 1.088314 -2.656609 0.1 1.0 -0.1 0.09
N -2.823320 -0.253627 0.399080 0.0 0.0 0.7 0.06
H 2.559532 -0.360567 1.381063 -0.2 0.1 -0.1 0.05
O -2.156957 1.111267 5.352336 0.8 -0.2 0.6 -0.13
H 0.392131 -4.714203 -5.510449 0.2 0.2 0.1 0.06
H 2.135642 6.234251 3.131020 -0.3 0.1 0.3 0.13
H -2.885068 1.265479 5.958702 -0.1 0.0 0.0 0.08
H -0.301540 3.769470 2.055419 -0.2 0.2 -0.1 0.07
H 7.124089 -2.559805 -1.747462 -0.4 0.2 0.6 0.12
C 5.939476 1.371609 4.870679 0.3 1.9 1.1 -0.16
H -1.514368 -4.093809 3.459753 0.5 0.1 0.6 0.08
H -7.460478 -3.060045 2.750401 0.1 0.3 -0.4 0.08
H -5.278547 -4.349602 -0.523887 -0.6 0.0 0.2 0.13
H 2.509207 -6.000824 -3.758333 0.0 -0.1 0.6 0.11
H -5.881330 -2.292221 1.022161 -0.3 0.0 -1.1 0.11
C -5.692561 1.776205 2.198309 -0.6 -0.1 0.7 -0.10
H 2.817620 0.015458 -1.062597 -0.1 0.2 0.3 0.06
H -6.101704 -2.931599 3.867862 0.4 0.1 -0.2 0.08
H -3.411810 -0.952163 -0.032014 0.1 -0.4 -0.2 0.05
H 7.374148 0.730778 -4.478013 -0.4 0.2 0.2 0.09
H -6.724558 1.653419 2.526945 -0.1 0.3 0.5 0.08
C -5.762399 1.731854 0.714258 1.6 0.6 -0.1 -0.30
H 0.161252 1.288511 -0.100340 0.0 -0.5 -0.5 0.07
H -3.255392 4.110394 2.093347 -0.9 -0.1 -0.5 0.06
H -4.944554 1.669748 -3.443303 0.2 -0.1 -0.2 0.10
H 4.806897 -0.898337 1.764354 0.7 0.4 0.2 0.12
H -1.990684 0.425177 -1.252409 0.7 0.0 -0.6 0.14
C 1.028075 -2.255680 -1.846658 -1.0 -0.1 -0.2 -0.08
H 3.390510 5.855196 4.940324 0.5 0.2 -0.2 0.08
H -1.287230 -1.834163 4.914852 -0.2 -0.3 0.3 0.11
H 0.021141 1.811764 4.077661 -0.2 -0.2 0.1 0.06
H 6.874407 1.275745 5.422760 0.2 -0.3 -0.4 0.09
C -6.934021 1.524749 -2.721601 1.4 0.2 0.5 -0.07
H -4.253335 3.798802 -0.471044 0.3 -0.6 0.6 0.04
C 2.832317 4.260117 3.636855 0.1 -0.2 -0.3 -0.45
O 5.271178 -2.110206 -2.689975 1.1 -0.4 0.2 -0.21
H -3.785622 -3.121649 -1.896241 0.3 0.0 -0.1 0.06
H -0.424153 0.602705 1.390331 -0.1 -0.7 0.0 0.08
C -1.896862 -1.395577 -4.309875 0.9 0.4 -1.7 -0.25
C 4.693009 -3.355586 -2.338865 0.0 -1.0 0.1 -0.09
H 2.640654 4.652168 5.837394 -0.5 -0.4 -0.2 0.08
C -2.558675 4.709043 0.073114 -1.6 -1.2 1.2 -0.29
H -3.667309 5.829802 1.545656 -0.1 -0.2 0.2 0.08
H -1.548313 -0.435492 -3.929271 -0.8 0.5 -0.2 0.10
H -2.983800 -4.920199 -0.947769 0.0 -0.3 0.2 0.08
H 0.551993 -6.398648 -2.526121 0.2 -0.1 -0.2 0.08
H 0.493524 3.792395 0.412794 -0.4 -0.2 0.2 0.09
H -4.368338 -2.423990 1.685220 0.7 -0.3 0.3 0.10
H 0.425095 -3.140532 -2.050552 0.0 -0.2 -0.4 0.07
C 7.014982 -0.271519 -4.244596 -0.4 -0.1 -1.9 -0.09
C 3.305439 4.769299 4.981573 -0.3 0.4 0.9 -0.07
C -6.576474 -3.574744 3.126878 0.4 0.0 -0.9 -0.08
H -5.051474 -2.273728 -1.462899 -0.3 0.3 0.0 0.08
C 4.354527 0.274808 3.619978 -0.7 -1.7 -1.5 -0.18
H -2.266209 -0.123301 3.871638 0.1 0.7 0.2 0.04
H -2.050033 5.231907 2.006870 0.1 0.7 0.3 0.05
H 3.608321 -3.400512 -2.436509 0.0 0.9 0.0 0.06
H 4.931446 -3.710418 -1.336192 0.2 0.6 0.4 0.09
O -5.655164 -0.280551 -3.672826 -1.3 -0.7 -0.6 -0.10
H -4.845372 -0.625012 -4.056452 0.6 0.5 0.1 0.02
H 5.973117 -0.438949 -4.517691 -0.2 0.6 0.2 0.08
H 1.828676 -5.672825 -5.951945 -0.1 0.0 0.0 0.08
H -1.904837 5.514178 -0.262078 -0.3 -0.2 -0.6 0.12
H 4.984733 -4.212927 -2.945463 0.6 0.2 -0.7 0.09
C 4.006377 1.013159 -2.510353 0.9 -0.3 1.8 -0.31
H 2.035980 -1.159084 2.858414 -0.1 -0.1 0.0 0.07
C 1.043473 -5.534455 -5.208697 -0.7 -0.4 0.2 -0.09
O -1.972527 -0.830088 3.292154 -0.7 0.4 0.0 -0.11
H -3.540911 -5.480436 0.716961 -0.5 -0.4 -0.6 0.09
H 4.278590 -2.978395 2.776253 0.1 -0.3 0.0 0.06
H -2.043071 3.751367 0.144656 0.4 0.0 -0.7 0.08
H -5.181017 0.877136 2.541977 0.4 0.2 0.2 0.07
H 0.815151 5.046938 3.641382 0.0 0.5 0.7 0.12
O 5.679172 0.295824 4.086577 -0.3 -1.6 -1.1 -0.17
H -0.368634 -2.764515 2.920841 0.2 -0.5 0.0 0.06
O 0.122691 -1.153433 -1.672784 1.4 -0.2 0.1 -0.24
H -1.584526 -2.039992 -3.488128 -0.2 -0.7 -0.3 0.09
O 1.362546 5.036228 1.719340 0.1 -1.1 0.4 -0.19
H -1.281956 2.574649 -2.109311 -0.6 -0.2 0.4 0.09
C -2.982406 4.983080 1.500054 1.4 0.5 0.6 -0.09
H 3.441078 1.926320 -2.696595 0.3 -0.1 -0.3 0.12
C -5.538999 0.911270 -2.933945 0.0 0.0 -0.5 -0.32
H 4.113421 -0.781835 -3.043926 0.2 -0.6 -0.1 0.04
C -1.601186 -0.049670 -0.351907 -0.3 -1.8 -1.4 -0.38
H -0.751798 0.765418 6.910173 0.0 0.1 0.0 0.11
H -1.875128 -3.138406 2.138042 -0.4 0.8 0.1 0.03
C 1.648625 -5.335099 -3.824084 -0.5 0.0 -0.9 -0.31
H -1.108566 2.471363 6.400294 0.8 0.0 0.2 0.11
H 1.081582 1.830159 5.486977 0.4 -0.1 -0.2 0.06
H 9.293111 -0.024875 -3.181529 -0.3 0.4 0.1 0.07
O -5.696635 -4.021182 2.051591 -0.1 -0.2 0.7 -0.19
C 2.783199 -1.179219 2.065091 -0.5 1.6 0.2 -0.08
H -7.563918 0.858306 -2.132367 -0.3 0.2 -0.3 0.07
H -0.138999 -1.855139 -5.550063 0.2 0.0 0.1 0.06
H 1.213639 2.920505 1.769723 0.2 -0.1 0.1 0.07
C -1.203239 -1.659566 -5.681307 0.4 -0.5 1.1 -0.06
O -3.744914 4.576880 -0.711258 0.6 1.0 -1.2 -0.09
H -6.976013 -4.428867 3.673627 0.4 -0.3 -0.3 0.08
H 4.306673 5.191837 2.826474 0.7 0.1 -0.9 0.07
H -6.357507 2.546736 0.302052 -0.4 -0.4 0.0 0.11
H -5.244733 2.684794 2.600819 0.0 -0.1 0.0 0.07
O 0.989000 1.131403 -2.844701 -0.2 0.9 -0.2 -0.04
C -5.107910 -3.044174 1.178741 -0.4 0.1 0.9 -0.17
C -1.667646 2.818333 -3.099238 1.1 1.1 -0.9 -0.33
C 0.632196 3.800248 1.493906 1.0 1.1 -0.2 -0.09
C 4.174833 -0.964663 2.649910 -0.9 -0.7 0.6 -0.40
H -2.578023 -0.535963 1.337283 -0.2 -0.2 0.4 0.05
H 9.077887 -1.582680 -3.315274 0.4 -0.3 0.0 0.07
C 3.787710 0.512043 -1.083510 0.1 0.4 0.4 -0.07
H 3.669578 0.169801 4.461356 -0.2 -0.2 0.2 0.12
H 2.022180 -4.312644 -3.880286 0.0 0.1 0.9 0.09
H -2.943871 -2.376982 4.381473 -0.3 0.6 0.4 0.10
C -0.727960 0.882000 0.381470 0.5 2.0 0.9 -0.06
H -3.544332 -2.386434 -4.479768 -0.2 -0.1 -0.1 0.09
C -0.867493 -1.406503 -0.706788 -0.5 1.2 0.1 -0.16
C -0.901896 1.451310 6.076437 -1.0 -0.2 -2.3 -0.22
H 4.249084 4.318055 5.288186 0.1 0.1 -0.3 0.07
N 4.023073 4.223225 2.788335 -0.2 0.0 0.7 0.05
N 8.805561 -0.794462 -2.745477 0.2 -1.0 0.7 0.04
C 0.244084 1.311699 5.020178 -0.6 0.5 1.8 -0.06
H 0.245506 3.647067 -3.396980 0.2 0.4 -0.1 0.06
H 7.533388 -0.897198 -4.971156 0.3 -0.3 0.0 0.08
H -1.532312 -2.156508 -1.135280 -0.4 -0.1 0.4 0.10
H 1.825087 0.697231 -3.014064 0.2 -0.4 -0.3 -0.01
H 0.378518 -6.398037 -5.195488 0.2 -0.3 -0.2 0.07
C 7.353181 -0.723903 -2.875777 -0.3 -0.1 -0.4 -0.44
H 5.195856 1.533235 5.651071 -0.5 -0.1 0.2 0.08
H -1.646215 -2.560694 -6.105397 0.0 0.0 -0.2 0.06
O -4.441510 1.944975 0.165499 -1.6 0.8 -0.3 -0.13
H -6.731176 2.450792 -2.183652 -0.2 0.0 0.5 0.06
C -3.343057 -4.646017 0.044132 0.6 0.8 1.5 -0.05
H 3.789594 3.917631 1.854416 0.0 0.5 -0.3 0.07
H 6.955401 0.014730 -2.179871 0.0 -0.3 0.5 0.13
C -4.514071 -3.702177 -0.094331 -1.3 -0.2 -0.5 -0.40
H 4.543715 -0.223357 -0.808292 0.1 -0.2 -0.2 0.07
O -3.010259 3.213082 -3.203827 -0.4 -0.7 0.0 -0.07
H 0.601239 0.633144 -2.125254 -0.2 -0.4 0.1 -0.01
O -3.301303 -1.466628 -4.608188 0.2 0.2 1.0 -0.09
H -4.992096 0.624169 -2.035853 -0.3 0.6 0.6 0.09
C -1.970898 -1.988890 4.080136 0.8 -1.8 -1.8 -0.29
H 2.506808 3.223644 3.725499 -0.5 0.0 0.0 0.11
O 0.688655 -5.477300 -2.758609 0.7 0.6 -0.4 -0.08
H 2.644727 -2.087819 1.479104 0.4 -0.2 0.2 0.07
H -3.353604 3.440893 -2.336759 0.0 0.4 0.3 0.04
O 3.592900 -0.024400 -3.321311 -1.2 -0.4 -1.7 -0.10
```
Forces are in eV/Å.

Computed properties:
Energy   -79362.8374 eV
Spin multiplicity   1
HOMO level   -8.69 eV
Energy above the lowest of the compared OMol25 structures with the same formula, charge and spin   29.2 kcal/mol
Lowest unoccupied orbital energy   0.26 eV


What is the spin multiplicity in the second record? 1


energy above the lowest of the compared OMol25 structures with the same formula, charge and spin of number 1 (CH2NO2S2)? 27.1 kcal/mol


Among the records above, which one has the highest energy? C5H6KO2